Record 1
16
Properties=species:S:1:pos:R:3:forces:R:3 method="wB97M-V/def2-TZVPD" lumo_ha=0.0110 smiles="NC(=O)O.O.O.O" relative_energy_kcal_mol=15.9 total_charge=0
N -0.110328 1.266876 -0.151451 -0.361 -0.256 -0.866
C -0.720992 0.784932 0.950815 -0.351 0.503 -0.302
O -0.253340 0.801506 2.057847 -0.312 -0.559 0.332
O -2.020463 0.368672 0.652801 1.273 0.129 0.390
H -0.527234 0.965213 -1.018615 0.182 0.108 -0.061
H 0.895287 1.274305 -0.171674 0.032 0.036 0.257
H -2.244285 -0.114637 1.451906 -0.512 0.018 0.300
O -0.830595 -2.311741 -0.255805 0.393 -0.258 0.467
H -1.777639 -2.198684 -0.303688 -0.426 0.189 -0.257
H -0.705235 -2.579615 0.664676 0.064 -0.004 -0.159
O 2.535792 -2.013988 0.530059 -0.826 0.649 0.987
H 2.935135 -2.573487 -0.117840 0.057 -0.650 -0.631
H 1.607296 -2.284020 0.655431 0.812 0.076 -0.434
O 1.034599 1.821240 -2.936322 0.956 -0.667 0.660
H 0.427404 1.575008 -3.623947 -0.505 0.438 -0.327
H 0.888177 2.699965 -2.591205 -0.477 0.249 -0.356


Record 2
93
Properties=species:S:1:pos:R:3:forces:R:3 method="wB97M-V/def2-TZVPD" lumo_ha=-0.1002 total_charge=+1
C -0.493435 -2.909348 1.188773 -0.486 0.294 0.796
C -1.459062 -1.759697 1.432161 0.528 -0.529 -0.249
C -2.527977 -1.499069 0.603214 -0.096 -0.529 -0.760
C -3.420871 -0.482409 0.849693 0.001 -0.252 -0.068
C -3.292249 0.355251 1.955004 -0.715 0.380 0.240
C -4.385966 1.438786 2.146550 0.342 0.575 -1.246
C -3.970303 2.685250 2.948721 -0.563 -0.996 1.289
C -4.814188 1.952953 0.719775 0.852 -0.080 0.574
C -2.193874 0.080891 2.773970 -0.450 0.376 0.549
O -1.962165 0.840713 3.951145 0.729 0.447 -0.231
C -1.075048 1.882809 3.672308 -1.705 -0.168 -0.455
N 0.369846 1.436270 3.710401 0.320 1.505 -0.395
C 1.034463 1.718258 2.394459 1.296 0.152 -0.956
C 2.528186 1.373158 2.442637 -0.373 -0.827 -0.010
C 3.166300 1.260453 1.058855 0.668 0.179 -0.463
N 3.108500 2.514259 0.293987 -0.245 -0.173 0.010
C -1.297230 -0.935562 2.528863 0.351 -0.353 -0.069
H 0.440039 -2.536349 0.756299 -0.132 -0.295 -0.101
H -0.953578 -3.703556 0.596154 0.232 0.275 -0.175
H -0.285631 -3.345932 2.175375 0.241 -0.016 -0.308
H -2.681083 -2.115091 -0.282071 0.032 0.029 0.207
H -4.239831 -0.397161 0.144727 0.014 0.261 0.260
H -5.287527 0.977432 2.569508 0.369 0.046 0.300
H -3.835033 2.392414 4.001210 0.092 0.211 -0.208
H -4.813580 3.382301 2.963464 0.385 0.136 -0.260
H -3.037866 3.149557 2.619653 -0.412 0.158 -0.335
H -5.143796 2.994013 0.780137 -0.328 -0.312 0.011
H -5.571588 1.312092 0.264709 0.122 0.263 -0.085
H -3.895310 1.969672 0.117347 -0.417 -0.026 -0.225
H -1.264674 2.745034 4.320914 0.399 -0.484 0.373
H -1.285436 2.232108 2.656079 0.519 -0.059 0.093
H 0.493463 0.464347 3.997003 -0.267 0.010 -0.034
H 0.864298 2.038632 4.374890 -0.030 -0.410 0.238
H 0.542665 1.169768 1.583762 -0.175 -0.179 0.465
H 0.952305 2.783616 2.145713 -0.370 -0.153 0.425
H 3.103110 2.084219 3.048069 -0.239 -0.032 -0.068
H 2.611608 0.371585 2.901217 0.164 0.263 0.008
H 4.229695 1.048889 1.227169 -0.231 -0.034 -0.050
H 2.791189 0.413828 0.460297 -0.191 0.009 0.466
H 2.189861 2.615902 -0.130471 0.065 0.073 0.035
H 3.744310 2.432715 -0.498416 -0.020 0.074 0.257
H -0.457980 -1.147668 3.192373 -0.317 0.083 0.136
C 7.136369 -0.454070 -2.684161 0.031 -0.149 0.053
C 5.836221 0.031902 -3.319047 0.380 0.061 0.142
C 6.039879 0.865327 -4.590197 -0.312 0.005 -0.180
O 6.476830 2.193933 -4.362812 0.118 -0.157 -0.035
C 7.868424 2.337080 -4.133779 -0.102 0.240 0.082
N 5.060136 0.767209 -2.312813 -0.310 0.165 0.043
H 7.651320 0.335115 -2.136124 -0.026 0.047 -0.056
H 6.931913 -1.254257 -1.971619 -0.032 0.035 0.004
H 7.819320 -0.847172 -3.439422 -0.002 0.021 0.006
H 5.266099 -0.855615 -3.605041 -0.088 0.102 -0.099
H 5.069029 0.958404 -5.083045 -0.002 0.048 0.053
H 6.703534 0.357371 -5.301388 0.106 -0.031 0.106
H 8.452776 1.621562 -4.718407 -0.019 -0.054 0.040
H 8.100547 2.231659 -3.071560 0.142 -0.104 -0.033
H 8.152482 3.345374 -4.434650 -0.059 -0.017 -0.048
H 4.150852 0.994819 -2.709566 0.002 -0.113 -0.048
H 5.506377 1.674831 -2.192549 0.094 -0.062 -0.020
C -5.810459 -2.680632 6.608633 -0.050 0.026 0.156
C -5.100486 -1.674773 5.707720 -0.127 -0.389 0.001
C -6.022960 -0.689180 4.997025 -0.026 0.316 -0.064
O -6.717168 -1.232215 3.888316 -0.056 0.168 0.113
C -7.887363 -1.965296 4.215144 0.022 -0.093 -0.246
N -4.281352 -2.402255 4.735594 0.258 0.148 -0.085
H -6.290207 -3.478181 6.041703 -0.004 0.052 -0.060
H -5.094394 -3.154491 7.279944 0.027 0.002 -0.058
H -6.570309 -2.192232 7.222393 -0.003 -0.011 -0.018
H -4.439131 -1.083887 6.350053 0.045 0.048 -0.103
H -5.388555 0.103207 4.585560 -0.041 -0.015 -0.058
H -6.725010 -0.203435 5.687089 -0.029 -0.119 0.063
H -8.404708 -1.541213 5.079562 0.054 -0.018 0.044
H -7.648255 -3.014633 4.398447 -0.087 -0.002 0.146
H -8.555933 -1.924325 3.355515 0.041 0.069 -0.005
H -3.726894 -1.734075 4.205091 0.072 -0.038 0.055
H -4.907662 -2.800258 4.040083 -0.005 -0.095 0.088
C 0.661478 -1.417911 -7.321177 -0.064 -0.080 -0.165
C 1.621883 -0.234582 -7.246331 -0.154 -0.213 0.301
C 3.030869 -0.612166 -6.763772 0.127 0.272 -0.199
O 3.136244 -0.845396 -5.367222 0.029 -0.164 -0.108
C 2.720093 -2.133455 -4.947985 0.007 0.156 0.260
N 1.021608 0.810941 -6.410350 0.258 0.084 0.004
H 0.291976 -1.714592 -6.339321 0.061 0.038 0.026
H -0.209286 -1.157633 -7.922836 0.013 0.046 0.037
H 1.139089 -2.284418 -7.783356 -0.005 0.003 0.018
H 1.725481 0.161303 -8.260531 0.101 0.045 0.035
H 3.692377 0.235265 -6.966402 -0.008 0.006 0.082
H 3.433627 -1.463306 -7.326698 -0.101 -0.086 0.045
H 2.954329 -2.899730 -5.691199 -0.052 0.020 -0.039
H 1.651095 -2.141799 -4.724227 -0.025 -0.154 -0.097
H 3.251133 -2.370533 -4.024477 0.057 0.034 -0.038
H 1.607172 1.641342 -6.448667 -0.107 0.053 -0.098
H 1.095015 0.505741 -5.442769 -0.110 -0.041 -0.028


Record 3
60
Properties=species:S:1:pos:R:3:forces:R:3 method="wB97M-V/def2-TZVPD" lumo_ha="-0.2327 / -0.3133" relative_energy_kcal_mol=6.1 total_charge=+2 multiplicity=5
P 0.370955 -3.185815 0.636873 0.247 -0.385 0.069
P 0.078218 3.275319 1.510621 0.836 -0.806 -2.401
C 0.851029 1.345261 -0.444562 0.616 0.965 0.749
C 1.024662 2.734299 -0.023523 0.524 -0.034 0.533
H -0.410040 1.310087 -0.601917 1.866 0.200 0.327
H 1.660928 0.930666 -1.058375 -0.143 0.423 0.347
H 2.107478 2.904672 0.084211 -0.353 0.336 0.347
H 0.706028 3.298381 -0.896723 -0.170 1.018 0.043
C -1.615606 3.566213 0.972741 -0.620 0.089 0.620
H -2.128390 3.956881 1.867993 -0.127 -0.188 -0.390
H -2.116898 2.657961 0.641170 0.067 -0.059 0.213
H -1.709408 4.310759 0.176964 0.400 0.086 0.072
C 0.839836 4.855489 1.776716 0.257 0.122 0.561
H 0.456060 5.581505 1.043040 0.158 -0.165 0.287
H 1.929827 4.724839 1.695917 -0.407 0.263 0.145
H 0.554465 5.105111 2.793517 0.222 0.718 0.125
C -0.808980 -4.450536 0.052048 0.388 -0.627 -0.208
H -0.985188 -5.217871 0.826283 0.026 0.342 -0.239
H -0.390962 -4.965975 -0.845857 -0.285 0.491 0.661
H -1.740029 -3.988151 -0.242667 -0.396 -0.127 0.146
C 1.979762 -4.017163 0.321816 0.301 0.026 -0.132
H 2.726455 -3.285496 -0.014573 -0.080 -0.176 0.235
H 1.865094 -4.764158 -0.487144 -0.046 0.412 0.428
H 2.374508 -4.531885 1.204440 -0.159 0.115 -0.069
Pt -0.164795 -0.427099 -0.448567 0.362 1.051 4.536
C 0.341371 0.896832 -2.763311 -1.760 1.545 -2.430
C -1.014694 0.850506 -2.434872 0.562 1.641 -1.193
C -2.024314 -0.046752 -3.051997 -0.701 -0.325 0.298
C -1.520831 -1.488928 -3.025415 -0.559 0.519 1.475
C -0.716966 -1.743823 -1.756084 0.103 -3.117 -1.932
C 0.757731 -1.712858 -1.782190 -1.687 -2.635 -2.030
C 1.455115 -1.335761 -3.069283 0.719 0.597 0.179
C 1.033004 0.003085 -3.724094 1.003 -0.335 -0.209
C 0.118034 -2.843349 2.374492 0.768 0.142 -0.160
H 0.878652 1.853031 -2.667122 -0.549 -0.482 0.447
H -1.451235 1.765119 -1.965830 0.435 -0.605 -0.423
H -2.264365 0.246855 -4.091323 0.170 0.194 0.427
H -2.961731 0.070918 -2.459626 0.544 -0.286 -0.517
H -2.375380 -2.152688 -2.951870 -0.071 -0.185 -0.503
H -0.920819 -1.724878 -3.874383 0.227 -0.266 -0.690
H -1.326255 -2.302922 -1.011286 0.828 -0.331 -0.942
H 1.344974 -2.568138 -1.402597 -0.525 0.952 0.385
H 1.321507 -2.132260 -3.808908 0.088 -0.123 0.271
H 2.540007 -1.266283 -2.852149 -0.526 -0.211 -0.162
H 1.973455 0.498074 -4.044167 -0.675 -0.170 0.074
H 0.475049 -0.204139 -4.652771 -0.190 0.285 0.498
H 0.655610 -1.905488 2.528555 0.384 -0.332 0.418
H 0.381549 -3.639160 3.070474 -0.084 0.122 0.012
H -0.892723 -2.512576 2.446015 -1.046 -0.122 0.312
C -0.366582 1.460533 4.435005 1.286 -0.260 -0.134
C -1.490403 1.143580 3.705698 -1.829 0.517 0.463
C -1.435240 0.630804 2.409772 0.270 -0.308 -0.306
C -0.197269 0.376578 1.788548 -1.727 -0.340 -0.638
C 0.948401 0.763044 2.489004 -0.099 0.458 0.484
C 0.877570 1.271872 3.797133 -0.718 0.574 0.558
H -0.423209 1.842546 5.469281 0.015 -0.197 -0.781
H -2.475257 1.394999 4.165344 0.739 -0.471 -0.497
H -2.360798 0.452548 1.847507 0.284 -0.051 0.455
H 1.901263 0.711018 2.007230 0.610 -0.210 -0.128
H 1.759792 1.624748 4.314755 0.231 -0.277 -0.088


Record 4
16
Properties=species:S:1:pos:R:3:forces:R:3 method="wB97M-V/def2-TZVPD" lumo_ha=0.0293 relative_energy_kcal_mol=0.0 total_charge=0
N -1.213882 1.153345 3.336072 -0.005 -2.320 -0.667
N -1.531732 0.267051 1.280287 -0.907 -3.243 -6.695
N -1.326104 0.531447 2.375119 1.000 5.483 7.295
C 0.280120 1.625434 -0.826691 -3.481 -0.774 -0.643
C -0.801919 -1.000788 -1.410878 1.531 -1.326 0.078
C 1.274989 -1.018065 0.869415 -3.442 -0.472 1.316
Si -0.289561 -0.044405 0.076271 1.485 0.243 -0.696
H 0.022765 1.650829 -1.915068 0.954 -1.237 0.448
H 1.272692 1.543139 -0.569558 2.597 0.860 -0.106
H -0.215204 2.591070 -0.710583 0.383 0.062 1.590
H 0.039070 -1.025643 -2.110283 1.039 0.171 0.567
H -1.350201 -0.391412 -2.076379 -2.103 0.092 -0.357
H -0.930762 -2.090241 -1.300454 -1.125 0.573 -0.095
H 1.896817 -0.390886 1.436640 0.939 0.852 0.770
H 1.092962 -1.977138 1.469947 -0.428 1.569 -0.450
H 1.779949 -1.423737 0.076142 1.563 -0.534 -2.355


no.,calculated total energy (Ha)
1,-474.4797
2,-1599.8770
3,-1622.8231
4,-573.3937